Record 1
DFT (wB97M-V/def2-TZVPD) results for 2 unconnected molecules or ions with the total composition C5H11O3 at a distorted geometry.

Summary:
E_HOMO (Ha): -0.155
Energy above the lowest of the compared OMol25 structures with the same formula, charge and spin (eV): 0.546
E_LUMO (Ha): 0.1373
Gap between HOMO and LUMO (eV): 7.964
Maximum force (eV Å⁻¹): 1.3
Total charge: -1
Energy (hartree): -422.893615

XYZ file:
```
19
Properties=species:S:1:pos:R:3:forces:R:3:mulliken_charge:R:1
O -0.5273 2.1448 3.3912 0.0751 0.0320 -0.3026 -0.756
O -1.0596 1.2425 1.4026 -0.0228 -0.1352 -0.0659 -0.709
O -0.5227 -1.5028 0.2895 -0.5777 0.3195 0.0487 -0.593
C 0.1291 -2.0034 -1.9429 0.6096 -0.5145 -0.5885 -1.342
C -0.2506 1.6539 2.2757 -0.1418 0.0582 0.5286 0.485
C 1.2606 1.5078 1.9609 -0.4672 -0.1617 0.9355 -0.718
C -0.8958 0.2132 -1.3753 0.1565 0.4387 0.4259 -1.398
C 0.0142 -0.9076 -0.8975 -1.2301 -0.1708 0.2392 0.829
H -0.5959 0.5530 -2.3649 -0.1807 -0.0094 -0.2096 0.392
H 0.9660 -0.4711 -0.6196 0.5473 -0.0291 -0.2563 0.082
H -0.8426 1.0345 -0.6633 0.2031 0.1355 -0.0563 0.391
H -1.9475 -0.0760 -1.3208 0.0269 -0.3544 -0.4691 0.355
H 1.4152 0.6305 1.3495 0.1974 0.0032 -0.5250 0.165
H -0.7204 -2.0862 -2.6285 -0.1488 0.3540 0.2439 0.277
H 1.6476 2.4343 1.5374 0.0721 -0.1361 -0.2017 0.187
H -1.0418 -0.8037 0.7495 0.6691 -0.1339 -0.0711 0.345
H 0.2163 -2.9853 -1.4921 0.0917 -0.1325 0.3998 0.371
H 1.7373 1.3256 2.9287 0.1976 0.1890 -0.1612 0.308
H 1.0176 -1.9040 -2.5801 -0.0772 0.2478 0.0856 0.330
```
Positions in Å, forces in eV/Å.

=====

Record 2
DFT (wB97M-V/def2-TZVPD) results for 8 unconnected molecules or ions with the total composition C11H38N6O8 at a distorted geometry.

Summary:
E_HOMO (Ha): -0.343
Energy above the lowest of the compared OMol25 structures with the same formula, charge and spin (eV): 4.725
E_LUMO (Ha): 0.0120
Gap between HOMO and LUMO (eV): 9.664
Maximum force (eV Å⁻¹): 10.1
SMILES: NC(N)=O.NC(N)=O.NC(N)=O.CCO.CCO.CCO.CO.CO
Energy (hartree): -1372.215333

XYZ file:
```
63
Properties=species:S:1:pos:R:3:forces:R:3:mulliken_charge:R:1
O -0.1714 3.9536 2.2813 1.1016 0.1470 0.3580 -0.575
O 4.3165 2.4089 0.3606 0.5367 0.2520 -0.3584 -0.573
O -3.0942 -3.7010 -0.7837 0.9614 0.2198 -0.0809 -0.596
O 1.5721 0.1940 2.1375 -6.3542 0.3440 -3.9951 -0.749
O 3.5118 -2.6549 -1.0739 -0.0488 -1.1747 0.1814 -0.553
O -3.9726 -0.2859 1.1961 3.9584 2.3361 -4.6661 -0.738
O 1.4385 -2.9898 0.4927 -0.9855 -0.3094 -0.6452 -0.686
O -0.6809 1.4780 -3.5977 0.5388 -0.9275 6.4666 -0.820
N -0.5943 2.0539 -1.2944 -1.6141 6.0344 -0.9928 0.068
N -0.1052 -0.7473 0.7106 -0.6616 -2.7402 -0.7115 0.089
N -0.1881 0.0337 -1.8482 2.3156 -6.3161 0.5409 0.045
N -2.9472 1.3734 -0.1960 -1.2140 5.3880 0.9879 -0.331
N -2.4506 -0.6889 -0.5272 0.1870 -4.4952 -0.7716 -0.274
N -0.3780 1.3578 1.2755 0.7047 2.1027 1.7681 -0.266
C 3.1251 3.0376 0.6989 -2.2634 0.3583 1.6597 -0.514
C 4.2845 -1.4658 -1.0928 -0.8543 -0.0984 -1.5665 -0.551
C -3.9121 -3.6470 0.3640 -0.8904 -0.7739 0.6868 -0.489
C -0.4949 1.2092 -2.2579 -0.5398 1.7457 -9.9570 0.489
C 3.2619 -0.3229 -1.2852 2.3364 -0.0603 0.4862 -0.253
C -1.3533 4.3003 1.6693 -1.2966 -1.9037 -1.5685 -0.690
C 0.4695 -3.7010 -0.3000 -1.4782 -0.1420 0.2897 -0.644
C 2.0582 3.0233 -0.4141 -1.4593 -1.9108 3.0301 -0.145
C 0.3539 0.2283 1.4240 6.8609 1.4206 4.6543 -0.099
C -3.1258 0.1413 0.2040 -5.8179 -1.4467 4.9476 0.630
C -3.1337 -3.3836 1.6211 1.1087 -0.4838 0.9353 -0.829
H 4.9641 -1.5090 -1.9325 -0.0396 0.0576 -0.7612 0.425
H -0.1219 2.2328 1.8035 -0.0315 -1.3777 -0.3468 0.313
H 4.3310 1.5022 0.6313 -0.2714 -0.7483 0.3266 0.343
H 3.3915 4.0532 0.9447 0.1510 0.6578 -0.2475 0.432
H 2.4944 -0.5225 -2.0167 -0.0357 -0.2962 -0.1581 0.245
H 1.1411 3.6091 -0.1570 0.7948 -0.2882 0.1276 0.068
H -0.8569 3.0468 -1.6280 0.9877 -2.1926 1.0853 0.304
H -4.5883 -4.5028 0.4694 0.6239 -0.4995 -0.0766 0.487
H -1.7839 5.1778 1.9964 -0.8256 2.0209 1.1226 0.448
H 3.9270 0.4569 -1.6516 -0.5022 0.6480 -0.1124 0.492
H -2.1941 -3.9396 1.5772 0.0535 -0.2103 -0.1315 0.262
H 0.4986 4.5196 1.8956 0.5379 0.0084 0.2330 0.294
H -3.6158 -3.8169 2.5358 0.0623 0.8904 -0.7867 0.359
H -1.3086 4.3879 0.5852 0.5055 0.0422 -0.3998 0.198
H -2.7690 -1.6628 -0.4170 0.6477 0.5450 -0.4862 -0.141
H -1.6857 -0.4458 -1.1608 -0.9381 0.0391 -0.5776 0.485
H -2.0683 3.4882 1.8137 -0.0773 0.0465 0.3655 0.229
H 2.6104 2.7068 1.6795 1.0726 -0.2698 -1.3849 0.148
H 1.6938 1.9768 -0.5979 0.6748 1.0100 0.1066 -0.201
H 0.5938 -4.7884 -0.2373 0.4163 0.1483 -0.1199 0.377
H -2.1045 1.7255 -0.7242 -1.4912 -0.9132 0.2700 0.205
H -1.3634 1.2395 1.1606 -0.5178 -0.1050 0.2524 0.198
H 0.1842 -0.1495 -0.8272 -0.5700 0.1526 -2.4175 -0.021
H 0.4243 -1.6108 0.7189 0.4899 -0.4966 0.3864 0.323
H 0.3695 -3.4202 -1.3728 0.6326 0.0708 0.5668 0.197
H -4.6145 -2.8867 0.2109 -1.0277 1.6641 -0.1278 0.345
H 4.9903 -1.3685 -0.2922 -0.2427 0.1688 1.2458 0.305
H -3.3562 -4.4082 -1.3598 -0.2196 -0.3668 -0.3034 0.302
H -1.0764 -0.7981 0.3004 1.1287 0.1292 1.3479 0.269
H 2.2073 -2.6951 -0.0531 -0.3689 -0.5910 0.0637 0.474
H -0.3453 1.7848 -0.3587 0.4767 0.5556 0.8656 -0.206
H 2.4378 3.4210 -1.2598 1.2576 1.1553 -3.0211 0.561
H 3.9800 -3.5002 -1.2070 0.0941 0.8613 0.1887 0.256
H -0.6020 -3.5748 0.0916 1.5899 0.2939 -0.1448 0.055
H -3.5261 2.1534 0.2305 0.9760 -1.7959 -0.5023 0.258
H 2.8649 -0.0001 -0.3347 -0.4240 -0.0332 0.2810 -0.398
H -2.8159 -2.3270 1.7435 -0.7321 -0.5758 0.1502 0.138
H -0.0970 -0.7605 -2.5654 0.0096 2.0282 1.4416 0.229
```
Positions in Å, forces in eV/Å.

=====

Record 3
DFT (wB97M-V/def2-TZVPD) results for C19H23N5O2 in the gas phase.

Summary:
E_HOMO (Ha): -0.297
Energy above the lowest of the compared OMol25 structures with the same formula, charge and spin (eV): 1.305
E_LUMO (Ha): 0.0270
Gap between HOMO and LUMO (eV): 8.828
Maximum force (eV Å⁻¹): 0.9
SMILES: Cc1ccnc(N2CCC(C(=O)NNC(=O)c3ccccc3C)CC2)n1
Energy (hartree): -1162.123286

XYZ file:
```
49
Properties=species:S:1:pos:R:3:forces:R:3:mulliken_charge:R:1
O -1.0311 2.8665 -0.6355 -0.1095 0.1221 -0.2623 -0.710
O -2.5487 -1.0238 1.3298 0.0797 -0.2202 0.0593 -0.664
N 2.4847 0.2867 -0.4166 -0.3075 0.0282 0.0055 0.015
N 4.1866 -1.0008 0.4329 -0.1309 -0.0519 0.2196 -0.300
N 4.5133 0.3489 -1.4972 -0.2206 0.2373 -0.1023 -0.466
N -1.3285 1.2851 0.9098 -0.4695 -0.6519 0.3378 -0.303
N -2.6271 1.0378 0.4651 0.3996 0.5403 -0.2080 -0.284
C 5.4270 -1.4451 0.3397 0.1866 0.1195 -0.2128 0.963
C -4.5254 -0.3572 0.1135 -0.3521 -0.0603 -0.0389 0.539
C -3.9289 -2.6524 -0.7488 0.0736 -0.1226 0.0903 -1.399
C 1.4346 1.1926 1.5833 -0.1404 -0.1099 -0.2041 -1.479
C -0.5580 2.1828 0.2544 -0.0326 -0.0198 0.3009 -0.020
C 3.7660 -0.1234 -0.4901 0.5303 -0.2525 -0.2094 0.411
C 5.7499 -0.1040 -1.5767 0.1566 -0.1986 0.2005 -0.305
C -3.1596 -0.1953 0.6756 0.2447 0.4242 0.0553 0.412
C -6.7354 0.5517 -0.1999 -0.1118 0.0295 -0.0592 -0.744
C -6.2018 -1.6357 -1.0210 0.0629 0.0107 0.0321 -0.702
C -4.9026 -1.5361 -0.5397 0.0211 0.0667 0.0465 0.722
C 1.7850 2.6277 -0.4362 -0.2165 -0.1209 -0.1345 -1.016
C 6.2776 -1.0164 -0.6801 -0.0725 0.0268 -0.0106 -0.733
C -5.4447 0.6758 0.2783 0.0833 -0.0530 0.0016 -0.435
C 1.6468 -0.0472 0.7080 0.0284 -0.1409 0.3932 -0.629
C 5.8780 -2.4236 1.3771 -0.0051 0.0053 -0.0129 -1.287
C 0.8676 2.3558 0.7646 0.2220 0.2086 -0.0405 0.776
C 1.9771 1.3475 -1.2520 0.0764 0.4098 -0.2359 -0.912
C -7.1129 -0.6083 -0.8548 -0.0289 0.0937 0.0334 -0.546
H 2.1422 -0.8368 1.2730 -0.2283 0.0863 -0.0673 0.397
H 2.7555 2.9791 -0.0833 0.0331 0.0209 0.0282 0.427
H -5.1510 1.5706 0.8075 0.0183 0.0681 0.0502 0.524
H 5.0722 -2.6128 2.0800 -0.0064 -0.0184 0.0281 0.318
H 1.0147 1.0334 -1.6720 0.0365 0.0041 -0.0451 0.345
H 2.6883 1.5089 -2.0613 -0.2307 -0.0117 0.0407 0.454
H 6.3359 0.2905 -2.3982 0.1174 -0.0323 -0.0251 0.437
H 6.1712 -3.3591 0.9036 0.0532 -0.0814 0.0163 0.310
H -6.5034 -2.5383 -1.5325 0.0006 -0.0920 -0.0450 0.352
H -1.0019 0.5427 1.5166 0.0443 0.1861 -0.1381 0.421
H -7.4429 1.3549 -0.0603 -0.0559 0.0628 0.0211 0.400
H 0.8400 3.2558 1.3923 -0.0620 -0.0807 -0.0625 0.310
H 1.3382 3.3967 -1.0661 0.0598 0.0197 0.0331 0.481
H 0.6914 -0.4247 0.3259 0.0342 -0.0330 0.0443 0.409
H -4.4319 -3.5348 -1.1355 -0.0182 -0.0415 -0.0673 0.411
H -3.4330 -2.9012 0.1861 0.0401 -0.0749 -0.0477 0.320
H 0.8046 0.9560 2.4417 0.0074 -0.0151 0.0909 0.494
H 6.7414 -2.0312 1.9118 0.0732 -0.0270 0.0514 0.315
H 2.4083 1.5007 1.9715 -0.0348 -0.0120 0.0764 0.460
H -8.1188 -0.7140 -1.2330 -0.0840 -0.0097 -0.0297 0.384
H -3.1591 -2.3528 -1.4604 0.0862 -0.0429 -0.0352 0.301
H -2.9414 1.7021 -0.2316 0.0392 -0.1642 0.0590 0.445
H 7.2900 -1.3753 -0.7593 0.1094 -0.0313 -0.0212 0.380
```
Positions in Å, forces in eV/Å.

=====

Record 4
DFT (wB97M-V/def2-TZVPD) results for a molecular structure, C4H16O9Sr at a distorted geometry.

Summary:
E_HOMO (Ha): -0.310
Energy above the lowest of the compared OMol25 structures with the same formula, charge and spin (eV): 0.000
E_LUMO (Ha): -0.0090
Gap between HOMO and LUMO (eV): 8.183
Maximum force (eV Å⁻¹): 1.6
Energy (hartree): -870.098382

XYZ file:
```
30
Properties=species:S:1:pos:R:3:forces:R:3:mulliken_charge:R:1
Sr 0.0295 0.5583 -0.1143 -0.0010 -1.5001 -0.6331 1.597
O -1.7293 -0.8115 1.5065 -0.2648 -0.0358 -0.0685 -0.530
O -0.5600 0.2787 -2.7111 -0.0827 0.2059 0.1922 -0.795
O -0.7450 2.1206 1.6526 -0.2868 0.4750 0.3999 -0.501
O 2.5947 1.1360 -0.2557 0.2133 0.2798 -0.1914 -0.578
O 0.7771 -1.9174 1.2279 0.1491 0.2836 0.3673 -0.735
O 0.2055 2.9504 -1.3010 0.0816 0.1974 0.3106 -0.451
O -2.4799 1.2530 -0.5950 -0.0390 0.3181 -0.1311 -0.484
O -0.3148 -1.6625 -1.6633 -0.0429 0.3099 0.0963 -0.770
O 1.4314 0.0637 2.0161 -0.0465 -0.3893 0.1825 -0.864
C -0.7763 -1.7303 -3.9939 -0.1523 -0.1104 -0.0851 -1.102
C 1.7317 -1.8477 3.4384 0.0638 0.0904 -0.2613 -1.022
C -0.5296 -0.9893 -2.6982 0.0889 0.0701 0.2332 0.904
C 1.2886 -1.2117 2.1203 0.0359 0.4557 -0.0759 0.924
H 1.0659 3.3054 -1.5433 0.0175 -0.0374 -0.0272 0.249
H -1.7098 -2.2910 -3.8952 0.0685 0.0118 -0.0433 0.265
H 3.2787 0.8079 -0.8467 -0.0214 -0.0388 -0.0155 0.278
H -3.2465 1.3898 -0.0328 -0.0203 -0.2252 0.0467 0.245
H -1.2734 -1.6695 1.4860 0.2178 0.1218 -0.1050 0.321
H 0.9825 -1.6383 4.2036 -0.0375 0.0111 -0.0063 0.221
H -1.2223 2.9331 1.4583 0.0574 0.0412 0.0120 0.234
H 0.0176 -2.4559 -4.1593 0.0264 -0.0321 0.0038 0.312
H -1.7887 -0.5750 2.4360 0.0602 -0.0029 0.0234 0.276
H 1.8361 -2.9237 3.3314 -0.0357 -0.0349 -0.0174 0.318
H -2.7819 0.7637 -1.3702 0.1578 0.0123 -0.0747 0.278
H -0.4463 3.4389 -1.8107 -0.0399 -0.1749 -0.1416 0.258
H -0.8492 -1.0512 -4.8395 0.0072 0.0234 0.0057 0.292
H 2.6715 -1.4120 3.7779 -0.0395 0.0215 -0.0331 0.313
H -0.3604 2.2244 2.5293 0.1501 -0.1152 -0.0415 0.236
H 2.9029 0.9632 0.6461 -0.2852 -0.2319 0.0784 0.310
```
Positions in Å, forces in eV/Å.